(1)
Here is a molecular structure, C57H47CsN8P from OMol25. Energies are from the ωB97M-V functional and the def2-TZVPD basis.

Structure (XYZ):
```
114
Properties=species:S:1:pos:R:3:lowdin_charge:R:1
Cs 0.02573 0.04192 0.76597 1.086
C -5.09777 2.71837 2.62553 -0.030
N -3.85918 2.65398 1.86321 -0.060
C -3.09890 1.52974 1.65732 -0.450
N -2.12348 1.77502 0.80452 -0.042
C -2.24255 3.08841 0.44617 -0.185
C -3.31763 3.65988 1.10271 -0.111
C -3.85954 5.02706 1.08618 -0.194
C -4.21825 5.63737 -0.11419 -0.022
C -4.72600 6.92598 -0.11573 -0.065
C -4.88480 7.61994 1.07552 -0.075
C -4.52140 7.02390 2.27391 -0.071
C -4.00798 5.73669 2.27915 -0.045
C -1.29020 3.74683 -0.45967 -0.167
C -0.90978 5.07200 -0.23617 -0.026
C -0.01815 5.70266 -1.08749 -0.068
C 0.51670 5.01766 -2.16850 -0.078
C 0.15705 3.69705 -2.38944 -0.071
C -0.73978 3.06294 -1.54281 -0.047
P -3.54076 0.08234 2.65553 1.175
C -2.13431 0.06668 3.81341 -0.434
N -0.86523 0.11766 3.46868 -0.005
C -0.14620 -0.00530 4.62372 -0.188
C -1.00541 -0.13323 5.69890 -0.114
N -2.27140 -0.08802 5.16491 -0.048
C -3.51444 -0.07540 5.91486 -0.017
C -0.71739 -0.19268 7.13905 -0.179
C 0.15168 0.74888 7.69354 -0.022
C 0.44559 0.71926 9.04601 -0.064
C -0.12670 -0.24463 9.86467 -0.075
C -0.98316 -1.18937 9.32087 -0.072
C -1.27490 -1.16704 7.96552 -0.040
C 1.32123 -0.06277 4.61119 -0.174
C 2.05089 0.76775 3.76206 -0.068
C 3.43515 0.69128 3.72362 -0.080
C 4.10708 -0.21574 4.52974 -0.080
C 3.38740 -1.04442 5.37954 -0.065
C 2.00507 -0.97052 5.42020 -0.021
C -3.07006 -1.41715 1.74140 -0.450
N -2.13436 -1.67192 0.84900 -0.046
C -2.16250 -3.02443 0.63835 -0.192
C -3.13157 -3.60717 1.43116 -0.112
N -3.71085 -2.56941 2.11980 -0.056
C -4.88245 -2.65109 2.97904 -0.025
C -3.55081 -5.00836 1.58269 -0.189
C -3.57066 -5.60755 2.84302 -0.045
C -3.97033 -6.92673 2.98786 -0.071
C -4.34739 -7.66308 1.87464 -0.075
C -4.31569 -7.07817 0.61663 -0.064
C -3.92134 -5.75882 0.46799 -0.020
C -1.24040 -3.70154 -0.28475 -0.169
C -0.65592 -4.92051 0.06282 -0.021
C 0.19987 -5.56505 -0.81483 -0.063
C 0.48691 -5.00094 -2.04928 -0.072
C -0.08700 -3.78884 -2.40124 -0.085
C -0.94518 -3.13910 -1.52513 -0.054
H -5.76253 1.91294 2.32172 0.083
H -4.90613 2.63666 3.69555 0.089
H -5.59212 3.66383 2.43048 0.091
H -4.09510 5.09488 -1.04312 0.126
H -5.00212 7.39342 -1.05201 0.109
H -5.28291 8.62593 1.07068 0.107
H -4.63031 7.56387 3.20550 0.108
H -3.69160 5.28625 3.21264 0.120
H -1.30991 5.60493 0.61551 0.116
H 0.26402 6.73106 -0.90181 0.108
H 1.21464 5.51089 -2.83225 0.106
H 0.57755 3.15668 -3.22859 0.102
H -1.03777 2.04165 -1.74450 0.097
H -3.48564 0.70201 6.67730 0.107
H -4.33346 0.12540 5.22940 0.057
H -3.69254 -1.03043 6.40444 0.085
H 0.59140 1.50376 7.05430 0.124
H 1.12061 1.45396 9.46547 0.109
H 0.09685 -0.26204 10.92312 0.107
H -1.41974 -1.95238 9.95218 0.108
H -1.91231 -1.93470 7.54496 0.110
H 1.53254 1.50380 3.15859 0.093
H 3.99497 1.35154 3.07290 0.108
H 5.18723 -0.27421 4.50094 0.106
H 3.90745 -1.75386 6.01021 0.109
H 1.44811 -1.62392 6.07939 0.120
H -5.30295 -3.64926 2.91824 0.092
H -4.62377 -2.44092 4.01743 0.084
H -5.63473 -1.93801 2.64915 0.085
H -3.24286 -5.04407 3.70886 0.119
H -3.97957 -7.38275 3.96932 0.107
H -4.65702 -8.69350 1.98854 0.108
H -4.60280 -7.65441 -0.25338 0.109
H -3.89602 -5.29877 -0.51182 0.125
H -0.87023 -5.35691 1.02917 0.119
H 0.64509 -6.51072 -0.53372 0.109
H 1.15251 -5.50632 -2.73657 0.108
H 0.13229 -3.36028 -3.37120 0.103
H -1.43498 -2.21406 -1.80970 0.112
N 0.76377 -0.55142 -2.83700 0.111
C 2.03534 -0.10783 -3.16524 -0.259
C 2.32560 0.45012 -4.38959 -0.035
C 3.60799 0.93883 -4.68832 -0.076
C 4.61979 0.85648 -3.77363 -0.046
C 4.36815 0.27496 -2.51184 -0.155
C 5.37472 0.11650 -1.53418 -0.004
C 5.06766 -0.45371 -0.33218 -0.047
C 3.73974 -0.85419 -0.09640 -0.152
N 2.77784 -0.74508 -0.98008 0.064
C 3.07191 -0.19804 -2.18799 -0.169
H 0.15669 -0.72558 -3.62179 0.096
H 0.74602 -1.28893 -2.14730 0.025
H 1.54709 0.50872 -5.14224 0.112
H 3.79251 1.37381 -5.66175 0.108
H 5.61717 1.21466 -3.99447 0.112
H 6.38236 0.44629 -1.75663 0.121
H 5.82108 -0.60187 0.42917 0.106
H 3.46497 -1.28918 0.86097 0.104
```

The relative energy (zero: lowest compared OMol25 entry of this formula, charge and spin) is 10.0 kcal per mole. The LUMO energy comes out at -0.064 Ha. Its electronic energy is -2999.8007 hartree. The net charge is +1. As for the spin multiplicity: 1.



(2)
Here is a molecular structure, C57H47I3N6PRuS4 from OMol25. Energies are from the ωB97M-V functional and the def2-TZVPD basis.

Structure (XYZ):
```
119
Properties=species:S:1:pos:R:3:lowdin_charge:R:1
Ru 0.26396 -0.07956 -0.10488 0.968
C 3.58063 -1.23436 4.73031 -0.070
C 3.51683 0.11071 4.37876 -0.080
C 3.36915 0.47526 3.04721 -0.081
C 3.27271 -0.50308 2.05820 -0.384
C 3.33118 -1.84527 2.41380 -0.135
C 3.49202 -2.21006 3.74546 -0.077
P 3.15535 -0.10861 0.27709 1.054
C 4.91843 0.10217 -0.20957 -0.354
C 5.99285 -0.26751 0.59232 -0.071
C 7.29752 -0.07554 0.14744 -0.078
C 7.54067 0.47907 -1.09925 -0.088
C 6.47182 0.83474 -1.91489 -0.082
C 5.17331 0.63889 -1.47486 -0.110
C 2.61651 1.62958 0.25821 -0.425
C 3.43084 2.75023 0.39293 -0.091
C 2.88959 4.01793 0.23640 -0.085
C 1.54198 4.15389 -0.08134 -0.081
C 0.72434 3.03589 -0.21402 -0.129
C 1.25192 1.76042 -0.01858 -0.309
H 3.70005 -1.51865 5.76894 0.103
H 3.58502 0.87878 5.14080 0.093
H 3.31314 1.52527 2.78340 0.088
H 3.26956 -2.61838 1.65679 -0.002
H 3.54421 -3.26152 4.00295 0.110
H 5.82127 -0.70774 1.56567 0.102
H 8.12461 -0.36733 0.78232 0.104
H 8.55758 0.62745 -1.43989 0.101
H 6.65099 1.25801 -2.89534 0.103
H 4.34356 0.91670 -2.11816 0.101
H 4.48795 2.63152 0.60749 0.114
H 3.51907 4.89379 0.33919 0.103
H 1.12236 5.14125 -0.23842 0.102
H -0.31941 3.16165 -0.45676 0.059
N -0.00303 -0.08900 1.82307 -0.403
S -0.55147 0.16604 3.14590 0.794
N -2.09872 0.55699 3.29958 -0.338
S -2.64962 1.98883 2.93136 0.847
N -2.40624 2.61578 1.52395 -0.351
S -2.75851 1.95734 0.10047 0.718
N -1.69361 1.27964 -0.63128 -0.369
C -4.25880 1.03328 0.36407 -0.313
C -4.09593 -0.25026 0.87587 -0.124
C -5.21354 -1.04414 1.06365 -0.054
C -6.47705 -0.56327 0.74315 -0.063
C -6.62881 0.71779 0.23372 -0.065
C -5.51747 1.52880 0.04013 -0.071
C -3.34629 3.41469 -0.75735 -0.318
C -3.46285 4.66229 -0.16541 -0.062
C -3.80829 5.75537 -0.95451 -0.063
C -4.03829 5.59156 -2.31086 -0.073
C -3.92547 4.33302 -2.89297 -0.067
C -3.57023 3.24152 -2.11919 -0.079
C -4.34190 1.72950 3.20641 -0.335
C -4.78957 0.70952 4.05748 -0.070
C -6.11437 0.71363 4.47061 -0.079
C -6.99093 1.70556 4.05478 -0.084
C -6.52981 2.72465 3.21928 -0.079
C -5.21638 2.75454 2.79989 -0.076
C -2.05472 3.17960 3.98750 -0.364
C -2.14462 2.88983 5.37970 -0.091
C -1.91918 3.89450 6.29053 -0.095
C -1.62098 5.19812 5.87486 -0.101
C -1.56701 5.48296 4.50798 -0.099
C -1.78150 4.50383 3.55835 -0.089
C -0.54499 -1.31991 4.10526 -0.295
C -1.15574 -1.39401 5.35372 -0.088
C -1.13231 -2.60151 6.02826 -0.064
C -0.52229 -3.71290 5.44916 -0.062
C 0.06144 -3.62451 4.19670 -0.046
C 0.05746 -2.41357 3.51049 -0.063
C 0.43563 1.32716 4.06415 -0.299
C 0.91916 2.39812 3.32268 -0.083
C 1.73230 3.33134 3.94270 -0.052
C 2.07128 3.18099 5.28222 -0.062
C 1.59831 2.09558 6.00293 -0.084
C 0.77409 1.15518 5.39656 -0.067
H -3.10976 -0.62181 1.12300 0.035
H -5.09352 -2.04434 1.46051 0.116
H -7.34706 -1.19030 0.89266 0.107
H -7.61404 1.09423 -0.01043 0.110
H -5.64520 2.52989 -0.34239 0.111
H -3.28394 4.77665 0.89373 0.084
H -3.89480 6.73490 -0.50221 0.109
H -4.30672 6.44494 -2.92046 0.107
H -4.11100 4.20403 -3.95185 0.108
H -3.47373 2.25628 -2.56013 0.114
H -4.11179 -0.07645 4.35862 0.098
H -6.46756 -0.08211 5.11512 0.106
H -8.02324 1.69173 4.37826 0.100
H -7.20726 3.50404 2.89266 0.108
H -4.86025 3.55646 2.16419 0.103
H -2.39897 1.89164 5.71545 0.097
H -1.97450 3.66618 7.34869 0.104
H -1.43934 5.97543 6.60440 0.091
H -1.33208 6.48868 4.17820 0.102
H -1.69334 4.72377 2.50474 0.084
H -1.66938 -0.53815 5.77196 0.104
H -1.60188 -2.68233 7.00026 0.108
H -0.51258 -4.65558 5.98237 0.109
H 0.52540 -4.48981 3.73995 0.119
H 0.51604 -2.31746 2.53387 0.036
H 0.65624 2.50311 2.28025 0.090
H 2.10129 4.17309 3.37024 0.113
H 2.71202 3.90921 5.76385 0.111
H 1.87015 1.97194 7.04351 0.114
H 0.43615 0.29906 5.95949 0.102
S -1.41488 -1.68050 -0.61435 -0.154
I 0.60517 -3.01524 -0.40230 0.263
I 3.04116 -4.93961 -0.22293 -0.348
I 2.26520 -0.70497 -6.03160 0.887
C 1.25810 -0.14847 -4.33627 -0.771
C 0.12174 0.63314 -4.25527 -0.125
N -0.18804 0.74273 -2.95992 0.017
N 0.68184 0.07092 -2.20146 -0.158
C 1.56907 -0.48472 -3.01468 -0.209
H -0.46738 1.10523 -5.02343 0.123
H -0.97022 1.16349 -2.45872 0.088
H 2.37296 -1.08860 -2.62214 0.095
```

The expectation value of S² is 8.807. The relative energy (zero: lowest compared OMol25 entry of this formula, charge and spin) is 0.0 kcal per mole. The LUMO energy (spin up / spin down) comes out at 0.001 / -0.056 Ha. Its electronic energy is -5450.5311 hartree. The net charge is 0. As for the spin multiplicity: 6.